{
  "formula": "C2H8N2O2S",
  "method": "ωB97M-V with the def2-TZVPD basis set",
  "elements": ["C", "C", "N", "N", "O", "O", "S", "H", "H", "H", "H", "H", "H", "H", "H"],
  "coordinates": [[-2.48554, 1.09698, 0.35740], [2.33006, -1.08189, 0.56870], [-1.30695, -0.42048, -0.81070], [-1.41563, 0.63828, -0.13627], [1.02019, 1.30871, 0.46046], [1.21973, -0.04800, -1.60368], [2.02259, 0.46535, -0.52492], [-3.41246, 0.67224, 0.15812], [-0.03360, 1.18272, 0.40789], [-2.60297, 1.90696, 0.97512], [1.67243, -1.10141, 1.37748], [2.22491, -2.01261, 0.04112], [3.30045, -1.01329, 0.94690], [-0.39236, -0.70032, -1.10879], [-2.14086, -0.89325, -1.10883]],
  "lowdin_charge": [-0.01, -0.19, 0.06, -0.17, -0.41, -0.53, 0.88, 0.04, 0.05, 0.04, 0.02, 0.04, 0.01, 0.05, 0.12],
  "charge": 0,
  "fmax_ev_per_a": 4.3,
  "e_above_lowest_kcal_mol": 38.3,
  "e_homo_ev": -9.00
}

---

{
  "formula": "C54H42CaCl2GeN8O4S",
  "method": "ωB97M-V with the def2-TZVPD basis set",
  "elements": ["Ca", "Cl", "C", "C", "C", "N", "C", "O", "C", "C", "C", "C", "C", "N", "C", "C", "C", "Cl", "N", "C", "O", "C", "C", "C", "C", "C", "N", "H", "H", "H", "H", "H", "H", "H", "H", "H", "H", "O", "N", "C", "C", "C", "C", "C", "S", "H", "H", "H", "H", "C", "C", "C", "C", "C", "N", "C", "O", "N", "C", "C", "C", "C", "N", "C", "C", "C", "H", "H", "H", "H", "H", "H", "H", "H", "H", "H", "H", "H", "H", "C", "C", "C", "C", "C", "C", "Ge", "C", "C", "C", "C", "C", "C", "C", "C", "C", "C", "C", "C", "H", "H", "H", "H", "H", "H", "H", "H", "H", "H", "H", "H", "H", "H", "H"],
  "coordinates": [[-0.08865, -0.21776, 0.12800], [-4.46582, 3.39014, 4.29612], [-3.70342, 2.69774, 2.90598], [-2.48073, 2.07009, 3.04285], [-1.85951, 1.46219, 1.95009], [-0.67693, 0.77977, 2.02355], [-0.33256, 0.14940, 3.13468], [-0.98663, -0.02224, 4.17198], [1.03200, -0.46719, 3.06330], [1.72784, -0.67160, 4.25331], [2.95736, -1.29932, 4.21120], [3.42479, -1.75118, 2.98649], [2.65468, -1.51226, 1.85806], [1.50224, -0.86263, 1.88731], [-2.47098, 1.55413, 0.67109], [-3.70693, 2.20176, 0.56026], [-4.32489, 2.75008, 1.66492], [-5.87685, 3.49924, 1.49021], [-1.81880, 1.09804, -0.42882], [-2.47487, 0.45274, -1.38670], [-3.51099, -0.21051, -1.24220], [-1.86842, 0.57732, -2.75122], [-2.55882, 0.03347, -3.83645], [-2.04608, 0.19432, -5.10961], [-0.87634, 0.92329, -5.25574], [-0.28905, 1.46233, -4.11946], [-0.75768, 1.29223, -2.89673], [-2.01782, 2.02117, 4.01513], [1.28940, -0.33116, 5.17884], [3.52972, -1.44822, 5.11658], [4.36265, -2.27819, 2.90230], [2.96430, -1.87550, 0.88989], [-4.18196, 2.24844, -0.40756], [-3.48325, -0.49709, -3.66038], [-2.55589, -0.22910, -5.96588], [-0.42517, 1.06419, -6.22668], [0.60360, 2.07011, -4.19807], [-0.12329, -1.51570, -1.42719], [-0.54599, -2.73251, -1.59010], [-1.80635, -2.94057, -1.98110], [-2.29383, -4.20037, -2.23042], [-1.45747, -5.30198, -2.04850], [-0.17676, -5.08540, -1.60828], [0.29651, -3.78732, -1.35715], [1.84154, -3.47978, -0.75645], [-2.40928, -2.04954, -2.05768], [-3.31627, -4.31210, -2.54818], [-1.81595, -6.30328, -2.24345], [0.50176, -5.90491, -1.43040], [-2.26206, -0.62309, 8.49025], [-2.04714, -1.85779, 7.67320], [-2.86001, -2.97282, 7.81693], [-2.65343, -4.10051, 7.04715], [-1.62551, -4.13343, 6.10903], [-1.44349, -5.32862, 5.39032], [-0.61680, -5.60886, 4.33301], [-0.08723, -6.70009, 4.23651], [-0.40477, -4.64419, 3.37156], [-1.24820, -3.67167, 2.83774], [-2.55891, -3.42965, 3.24289], [-3.28469, -2.45523, 2.57980], [-2.69904, -1.75176, 1.53957], [-1.45209, -1.97803, 1.15323], [-0.75535, -2.90786, 1.77592], [-0.79608, -3.02575, 5.96787], [-1.01537, -1.90636, 6.74410], [-3.03021, -0.77984, 9.24301], [-2.56801, 0.19547, 7.84137], [-1.33809, -0.32902, 8.98509], [-3.66381, -2.96288, 8.53967], [-3.28697, -4.96918, 7.17127], [-1.66892, -6.16412, 5.91732], [0.36667, -4.88917, 2.75991], [-3.01314, -3.98672, 4.04537], [-4.30088, -2.24364, 2.87413], [-3.24688, -1.00373, 0.98180], [0.25068, -3.07322, 1.40775], [0.02497, -3.04023, 5.26757], [-0.37906, -1.04586, 6.62044], [3.41792, 5.02145, -1.58447], [2.09774, 4.60773, -1.50100], [1.79594, 3.25652, -1.44462], [2.80160, 2.29964, -1.48429], [4.12151, 2.72981, -1.57509], [4.43168, 4.07873, -1.62273], [2.32309, 0.31989, -1.42914], [4.11778, -0.37377, -0.76679], [4.67839, 0.17969, 0.38088], [5.87304, -0.28889, 0.89301], [6.52239, -1.34599, 0.27613], [5.97263, -1.91591, -0.86053], [4.77902, -1.43533, -1.37163], [2.45774, -0.16626, -3.38775], [2.08935, -1.42772, -3.83364], [2.17343, -1.77110, -5.17131], [2.61738, -0.83964, -6.09579], [2.98246, 0.42642, -5.66912], [2.90484, 0.75523, -4.32696], [3.65817, 6.07591, -1.62189], [1.30370, 5.34298, -1.48268], [0.76378, 2.92777, -1.38129], [4.91881, 1.99894, -1.61368], [5.46726, 4.39211, -1.69451], [4.15972, 0.99459, 0.87318], [6.29369, 0.15513, 1.78468], [7.44666, -1.72954, 0.68753], [6.46785, -2.75128, -1.33749], [4.33851, -1.89887, -2.24478], [1.73216, -2.14981, -3.11482], [1.88111, -2.76141, -5.49901], [2.67644, -1.09925, -7.14469], [3.32587, 1.16054, -6.38753], [3.18992, 1.74698, -3.99884]],
  "mulliken_spin": [0.40, 0.00, 0.00, 0.00, -0.01, -0.01, 0.01, 0.00, 0.02, 0.00, 0.00, 0.00, -0.02, 0.03, 0.02, 0.00, 0.00, 0.00, 0.04, 0.01, 0.00, 0.00, 0.00, 0.00, 0.00, 0.01, 0.03, 0.00, 0.00, 0.00, 0.00, 0.01, 0.00, 0.00, 0.00, 0.00, 0.00, -0.26, -0.03, 0.00, 0.00, 0.00, 0.00, -0.01, 0.02, 0.00, 0.00, 0.00, 0.00, 0.00, 0.00, 0.00, 0.00, 0.00, 0.00, 0.00, 0.00, 0.00, 0.00, 0.00, 0.00, 0.00, 0.00, 0.00, 0.00, 0.00, 0.00, 0.00, 0.00, 0.00, 0.00, 0.00, 0.00, 0.00, 0.00, 0.00, 0.00, 0.00, 0.00, 0.00, 0.00, 0.00, 0.10, -0.01, 0.00, 0.46, 0.05, 0.02, -0.01, 0.02, -0.01, 0.01, 0.11, -0.02, 0.00, 0.01, 0.00, 0.04, 0.00, 0.00, 0.02, 0.01, 0.00, 0.00, 0.00, 0.00, 0.00, 0.00, -0.03, 0.00, 0.00, 0.00, 0.00],
  "multiplicity": 2,
  "charge": -1,
  "fmax_ev_per_a": 3.7,
  "e_above_lowest_kcal_mol": 60.3,
  "e_homo_ev": [-4.44, -4.44]
}

---

{
  "formula": "C33H39MgN3OS3Si",
  "method": "ωB97M-V with the def2-TZVPD basis set",
  "elements": ["Mg", "C", "C", "S", "C", "C", "S", "C", "C", "S", "H", "H", "H", "H", "H", "H", "H", "H", "H", "H", "H", "H", "C", "C", "C", "C", "C", "C", "N", "N", "C", "C", "C", "C", "C", "C", "H", "H", "H", "H", "H", "H", "H", "H", "H", "C", "Si", "C", "C", "N", "C", "C", "C", "C", "C", "C", "O", "C", "C", "C", "C", "C", "C", "H", "H", "H", "H", "H", "H", "H", "H", "H", "H", "H", "H", "H", "H", "H", "H", "H", "H"],
  "coordinates": [[0.02746, 0.06705, 0.90778], [-1.96406, -0.99846, 3.56062], [-0.72840, -1.12956, 4.44317], [0.73809, -0.24812, 3.84057], [2.01397, -1.51271, 3.97997], [1.86988, -2.70728, 3.04277], [1.52162, -2.27675, 1.31249], [0.08896, -3.32861, 0.97137], [-1.12802, -3.14247, 1.86834], [-1.81318, -1.46390, 1.82045], [-2.77844, -1.57151, 4.00800], [-2.27910, 0.04405, 3.50814], [-0.98306, -0.72172, 5.42259], [-0.46223, -2.17514, 4.59924], [2.94115, -0.97587, 3.76965], [2.08570, -1.86799, 5.00970], [2.79760, -3.28129, 3.06223], [1.08448, -3.37178, 3.40044], [-0.14772, -3.08717, -0.06577], [0.40103, -4.37462, 1.01158], [-1.90283, -3.83190, 1.52951], [-0.91580, -3.39392, 2.90629], [3.70403, -5.72527, -3.63530], [3.04739, -5.89978, -2.42410], [2.35138, -4.84758, -1.85623], [2.31427, -3.60261, -2.48781], [2.98130, -3.42782, -3.70495], [3.66754, -4.48823, -4.26922], [1.55041, -2.60601, -1.86358], [1.82097, -1.40782, -2.28649], [0.97013, -0.45318, -1.88657], [1.38374, 0.88023, -2.30326], [0.59019, 1.94671, -2.43772], [-1.65354, 0.69344, -2.56828], [-1.42539, -0.32189, -1.47130], [-0.21242, -0.73926, -1.10478], [4.24064, -6.55061, -4.08512], [3.07807, -6.85895, -1.92313], [1.83961, -4.95914, -0.90992], [2.94901, -2.46138, -4.18668], [4.17690, -4.35201, -5.21477], [2.41895, 0.95526, -2.61809], [1.01367, 2.86122, -2.83441], [-2.71984, 0.94254, -2.59739], [-2.27797, -0.48265, -0.81147], [0.81399, 3.33335, 4.06296], [0.62358, 2.88368, 2.24506], [0.29931, 4.47688, 1.30876], [2.24339, 2.12524, 1.62939], [-0.59363, 1.71396, 1.90914], [-1.83615, 2.14094, 1.43821], [-2.91684, 2.40391, 2.27999], [-4.17625, 2.72171, 1.78477], [-4.38383, 2.77647, 0.41982], [-3.32237, 2.55658, -0.45643], [-2.06318, 2.28086, 0.04786], [-0.91276, 2.10621, -0.68976], [-0.89547, 2.00167, -2.12531], [-1.27378, 0.23708, -3.94011], [-1.10297, 1.03366, -5.03080], [-1.26575, 2.43068, -5.13250], [-1.56212, 3.38119, -4.11687], [-1.46700, 3.22696, -2.77628], [1.27563, 4.31656, 4.17484], [1.42029, 2.60873, 4.60905], [-0.16548, 3.37001, 4.54634], [1.06312, 5.22735, 1.52438], [-0.66863, 4.89920, 1.58993], [0.28280, 4.29964, 0.23229], [3.12259, 2.71129, 1.90583], [2.23798, 2.05076, 0.53546], [2.40387, 1.12311, 2.04202], [-2.74594, 2.34823, 3.34989], [-4.99282, 2.91320, 2.46925], [-5.36480, 2.99596, 0.01955], [-3.49300, 2.63170, -1.52006], [-1.16843, -0.83360, -4.06900], [-0.85770, 0.52945, -5.95929], [-1.20702, 2.83258, -6.13732], [-1.87645, 4.35579, -4.47519], [-1.75028, 4.04340, -2.12440]],
  "lowdin_charge": [0.47, -0.48, -0.47, 0.89, -0.52, -0.50, 0.88, -0.52, -0.47, 0.92, 0.09, 0.05, 0.08, 0.07, 0.08, 0.08, 0.08, 0.06, 0.04, 0.08, 0.09, 0.06, -0.10, -0.09, -0.03, -0.27, -0.03, -0.09, 0.05, 0.05, -0.29, -0.02, 0.02, -0.20, -0.11, -0.15, 0.10, 0.10, 0.09, 0.10, 0.10, 0.11, 0.12, 0.14, 0.08, -0.19, 0.35, -0.15, -0.16, -0.19, -0.34, -0.05, -0.10, -0.09, -0.02, -0.21, -0.07, -0.37, -0.02, -0.10, -0.06, -0.09, -0.02, 0.02, 0.00, 0.02, 0.03, 0.04, 0.02, 0.04, 0.03, 0.00, 0.11, 0.10, 0.10, 0.10, 0.12, 0.10, 0.09, 0.10, 0.12],
  "charge": 0,
  "fmax_ev_per_a": 0.5,
  "e_above_lowest_kcal_mol": 77.7,
  "e_homo_ev": [-6.72, -7.13]
}

---

{
  "formula": "C21H20NO3S2",
  "method": "ωB97M-V with the def2-TZVPD basis set",
  "elements": ["C", "C", "O", "C", "S", "S", "H", "H", "H", "H", "H", "C", "N", "C", "C", "C", "C", "C", "C", "C", "C", "O", "C", "C", "C", "C", "C", "C", "C", "O", "C", "C", "H", "H", "H", "H", "H", "H", "H", "H", "H", "H", "H", "H", "H", "H", "H"],
  "coordinates": [[-6.12755, 1.35865, 2.36251], [-4.88309, 2.21541, 2.37098], [-3.69669, 1.43089, 2.42898], [-2.56087, 2.16918, 2.44241], [-1.08682, 1.36799, 2.50196], [-2.54512, 3.84622, 2.38178], [-7.03418, 1.96614, 2.35780], [-6.14709, 0.71235, 1.48369], [-6.15452, 0.71332, 3.24192], [-4.82534, 2.84141, 1.47208], [-4.87506, 2.89072, 3.23503], [-2.87375, -0.18067, -4.34546], [-1.45795, -0.53289, -4.19218], [-0.96762, -1.58304, -5.09530], [-0.69418, -0.08434, -3.06654], [-0.74244, -0.77388, -1.84546], [0.01891, -0.37405, -0.78365], [0.85362, 0.74963, -0.87393], [1.72195, 1.14105, 0.22525], [2.50103, 0.29177, 0.93935], [3.36554, 0.70853, 2.04396], [3.46744, 1.82687, 2.50357], [4.08902, -0.49018, 2.48705], [3.72799, -1.57417, 1.69109], [4.26338, -2.82755, 1.91977], [5.15746, -2.98361, 2.96065], [5.51350, -1.90403, 3.75673], [4.98539, -0.64884, 3.52565], [2.74942, -1.13495, 0.68760], [2.27522, -1.83440, -0.18146], [0.87652, 1.46309, -2.08195], [0.13722, 1.04492, -3.15417], [-3.17050, 0.52196, -3.56884], [-3.04099, 0.28288, -5.31632], [-3.49445, -1.07075, -4.26232], [0.05420, -1.85598, -4.83828], [-1.59151, -2.47115, -5.01452], [-0.98442, -1.23040, -6.12528], [-1.37049, -1.64213, -1.76803], [0.02386, -0.95060, 0.12758], [1.81113, 2.19116, 0.45630], [3.97247, -3.65480, 1.29591], [5.57066, -3.95782, 3.16568], [6.20174, -2.04857, 4.57315], [5.24546, 0.19860, 4.13602], [1.53958, 2.30821, -2.16897], [0.20194, 1.56788, -4.09179]],
  "lowdin_charge": [-0.09, -0.36, -0.22, -1.44, 0.42, 0.43, 0.07, 0.07, 0.07, 0.08, 0.08, -0.08, -0.23, -0.08, -0.24, 0.00, -0.03, -0.20, 0.08, -0.07, -0.32, 0.12, -0.09, -0.09, 0.00, -0.07, -0.07, 0.00, -0.30, 0.11, -0.03, -0.02, 0.09, 0.07, 0.07, 0.08, 0.07, 0.07, 0.12, 0.11, 0.14, 0.12, 0.10, 0.10, 0.12, 0.11, 0.10],
  "charge": -1,
  "fmax_ev_per_a": 1.4,
  "e_above_lowest_kcal_mol": 17.9,
  "e_homo_ev": -3.04
}

---

{
  "formula": "C4H5N4",
  "method": "ωB97M-V with the def2-TZVPD basis set",
  "elements": ["C", "C", "C", "C", "N", "N", "N", "N", "H", "H", "H", "H", "H"],
  "coordinates": [[-2.32089, 0.30734, 0.28039], [2.11138, -0.53756, 0.09523], [1.37974, 0.62104, 0.21426], [-1.02399, 0.98401, 0.18474], [-3.18067, -0.45891, 0.29947], [1.36058, -1.59667, -0.00239], [0.12000, -1.18019, 0.16588], [0.10369, 0.21475, 0.19227], [3.12065, -0.55767, 0.02043], [1.78221, 1.56752, 0.12288], [-0.87970, 2.00953, 0.38630], [-2.08950, 0.53794, -2.39457], [-0.48352, -1.91112, 0.43511]],
  "mulliken_spin": [-0.13, -0.02, 0.12, 0.69, 0.24, 0.17, 0.03, -0.10, 0.00, 0.00, 0.04, 0.96, 0.00],
  "multiplicity": 3,
  "charge": 1,
  "fmax_ev_per_a": 3.8,
  "e_above_lowest_kcal_mol": 0.0,
  "e_homo_ev": [-14.23, -16.50]
}

---

{
  "formula": "C20H20F3FeN2O2SSi",
  "method": "ωB97M-V with the def2-TZVPD basis set",
  "elements": ["Fe", "S", "C", "C", "C", "C", "C", "C", "C", "C", "C", "N", "H", "H", "H", "H", "H", "H", "F", "C", "F", "F", "C", "O", "O", "C", "Si", "C", "C", "N", "C", "C", "C", "C", "C", "C", "H", "H", "H", "H", "H", "H", "H", "H", "H", "H", "H", "H", "H", "H"],
  "coordinates": [[-0.25750, -0.40827, -0.85473], [-4.47613, -0.99876, 0.74819], [-4.70317, -0.03526, -0.64974], [-3.52839, 0.26999, -1.26579], [-2.36997, -0.26189, -0.62616], [-2.73204, -0.97925, 0.48247], [-1.82727, -1.71046, 1.34802], [-2.24660, -2.48091, 2.43716], [-1.31545, -3.18627, 3.16932], [0.02623, -3.10909, 2.81821], [0.36758, -2.30059, 1.75109], [-0.51872, -1.61250, 1.04367], [-5.70128, 0.25409, -0.94381], [-3.49002, 0.85567, -2.17532], [-3.29914, -2.52694, 2.68141], [-1.62518, -3.79652, 4.00862], [0.78463, -3.66578, 3.35000], [1.40243, -2.18723, 1.44811], [-1.82692, -3.81372, -4.03610], [-0.71648, -4.09008, -3.31687], [-0.78434, -5.38845, -2.97706], [0.33333, -3.96059, -4.15260], [-0.61857, -3.15222, -2.06757], [-1.05990, -3.60606, -1.02318], [-0.10260, -2.03114, -2.33921], [2.13347, 0.11145, -2.54732], [2.25305, 1.50603, -1.27545], [2.20242, 3.13561, -2.25763], [3.95749, 1.36331, -0.44112], [0.93237, 1.28925, -0.21055], [0.64862, 2.06315, 0.88462], [1.38516, 3.21506, 1.23750], [1.07170, 3.96451, 2.35884], [0.00973, 3.61506, 3.18056], [-0.73403, 2.48554, 2.85329], [-0.42534, 1.73000, 1.74002], [2.92648, 0.17942, -3.29447], [1.17795, 0.14498, -3.08088], [2.21397, -0.87065, -2.07173], [3.02892, 3.20682, -2.96949], [2.24303, 4.00911, -1.60411], [1.26599, 3.19341, -2.81771], [4.77501, 1.47768, -1.15742], [4.05711, 0.38214, 0.02989], [4.08811, 2.11229, 0.34285], [2.21853, 3.51634, 0.61341], [1.67142, 4.83601, 2.59948], [-0.23480, 4.20890, 4.05243], [-1.56633, 2.19043, 3.48300], [-1.01456, 0.85637, 1.49386]],
  "mulliken_spin": [3.83, 0.01, -0.01, -0.02, 0.05, -0.03, 0.01, 0.00, 0.00, 0.00, 0.03, 0.00, 0.00, 0.00, 0.00, 0.00, 0.00, 0.00, 0.00, 0.00, 0.00, 0.00, -0.01, 0.00, 0.03, 0.04, 0.00, 0.00, 0.00, 0.03, -0.03, 0.01, 0.00, 0.01, 0.00, 0.05, 0.00, 0.00, 0.00, 0.00, 0.00, 0.00, 0.00, 0.00, 0.00, 0.00, 0.00, 0.00, 0.00, 0.00],
  "multiplicity": 5,
  "charge": -1,
  "fmax_ev_per_a": 1.4,
  "e_homo_ev": [-4.38, -4.48]
}

---

{
  "formula": "C2H4ClOP",
  "method": "ωB97M-V with the def2-TZVPD basis set",
  "elements": ["C", "C", "O", "P", "Cl", "H", "H", "H", "H"],
  "coordinates": [[0.95243, 0.29461, -1.05402], [0.27567, -0.19904, 0.17796], [-1.60219, -0.35825, 2.03773], [-1.27360, 0.29188, 0.57530], [0.69650, -0.63681, -2.63948], [2.03363, 0.31109, -0.89885], [0.58957, 1.27581, -1.35153], [0.85375, -0.78030, 0.88292], [-2.52576, -0.19898, 2.26998]],
  "mulliken_spin": [0.01, 0.75, 0.12, 0.94, 0.12, 0.02, 0.02, 0.02, -0.01],
  "multiplicity": 3,
  "charge": 0,
  "fmax_ev_per_a": 6.3,
  "e_above_lowest_kcal_mol": 2.2,
  "e_homo_ev": [-6.28, -9.90]
}